[1]
This record from the Open Molecules 2025 dataset describes C13H14IN3OPd as an isolated structure. The level of theory is wB97M-V/def2-TZVPD.

## Properties
* M: 461.60 Da
* HOMO energy (spin up / spin down): -14.66 / -15.49 eV
* <S²>: 6.04
* charge: +2
* orbital gap (spin up / spin down): 0.288 / 0.162 hartree
* 2S+1: 5
* strongest force on any atom: 0.08127 Eh/bohr

```
33
Properties=species:S:1:pos:R:3:forces:R:3:mulliken_charge:R:1
C 0.0504 1.6296 1.2018 0.4 -0.6 1.1 -0.839
C 0.2677 -1.3058 1.6848 -1.0 -1.7 3.7 -0.497
H 1.0186 2.1797 1.1531 -0.9 0.2 0.2 0.447
H -0.2451 1.7152 3.3569 -0.5 0.5 0.5 0.336
H -0.8739 2.1391 0.8904 0.5 0.5 0.2 0.395
H 0.3222 -1.7077 0.5548 0.0 0.7 0.7 0.407
H 1.2162 -1.8089 2.0499 -1.5 0.2 0.1 0.496
H -0.7049 -1.8435 1.9546 1.5 -0.5 -0.3 0.360
C 0.2399 2.5689 -1.5974 -0.2 0.5 -1.3 0.087
C 0.2020 3.4199 -2.7173 0.1 -0.6 0.3 -0.828
C 0.0670 2.8240 -3.9847 -0.1 0.5 0.8 -0.574
C -0.1052 1.4468 -4.0833 0.0 -0.7 0.2 -0.432
H 0.4205 2.9863 -0.5938 -0.2 -0.3 -0.8 0.391
H 0.2988 4.4974 -2.5433 0.0 -0.5 -0.4 0.420
H 0.0839 3.4535 -4.8717 0.0 -0.2 0.1 0.447
H -0.1958 0.9485 -5.0392 -0.1 0.4 -0.1 0.351
N 0.0585 1.2531 -1.7410 0.3 -0.2 0.3 0.021
C -0.1351 0.6409 -2.9382 0.4 2.6 0.5 0.518
C -0.3297 -0.7967 -2.8879 0.0 -1.3 -0.3 0.577
N -0.2918 -1.3822 -1.6537 -0.3 -0.7 -2.1 -0.037
C -0.4496 -2.7151 -1.6235 0.0 0.0 -0.8 -0.132
C -0.6101 -2.9233 -4.0176 0.0 -0.5 1.2 -0.553
C -0.6110 -3.5248 -2.7569 0.0 0.4 0.7 -0.719
H -0.4270 -3.1626 -0.6489 0.0 -0.3 0.3 0.448
H -0.7308 -4.5967 -2.5785 0.1 0.4 -0.3 0.398
C -0.4827 -1.5476 -4.0646 0.0 0.5 0.1 -0.518
H -0.4873 -1.0476 -5.0327 0.0 -0.1 0.3 0.297
H -0.6879 -3.5538 -4.8876 -0.1 0.2 -0.3 0.485
Pd 0.3333 -0.0860 -0.0215 0.0 1.5 -2.3 0.019
I 3.0525 -0.1757 -0.0684 -0.1 0.1 -0.1 0.329
O -0.0829 -0.4667 3.9961 0.0 -0.7 0.2 -0.351
C -0.0331 -0.1906 2.8209 1.2 -0.9 -0.5 0.181
N -0.1475 1.1329 2.5384 0.3 0.8 -1.9 0.074
```
Forces are in eV/Å.

[2]
This record from the Open Molecules 2025 dataset describes one molecule with the formula C30H40N4O4. The level of theory is wB97M-V/def2-TZVPD.

## Properties
* M: 520.67 Da
* HOMO energy: -8.60 eV
* SMILES: Cc1ccc([C@H](C(=O)NC2CCCCC2)N(C[C@H]2CCCO2)C(=O)CCCC(=O)Nc2ccccn2)cc1
* orbital gap: 0.340 hartree
* energy above the lowest of the compared OMol25 structures with the same formula, charge and spin: 0.5 kcal per mole
* 2S+1: 1
* strongest force on any atom: 0.01503 Eh/bohr

```
78
Properties=species:S:1:pos:R:3:forces:R:3:mulliken_charge:R:1
C 6.0531 -2.1973 1.8657 0.0 0.0 -0.1 -1.500
C 4.6384 -2.0996 1.3842 -0.1 0.0 0.1 1.198
C 3.9629 -3.2288 0.9358 0.0 0.0 0.0 -0.975
C 2.6647 -3.1401 0.4721 -0.1 0.1 0.0 -0.127
C 1.9975 -1.9187 0.4497 0.1 -0.1 -0.1 -2.405
C 0.5722 -1.8648 -0.0505 0.0 0.0 -0.5 1.718
C 0.3233 -0.5176 -0.7661 -0.1 -0.3 0.3 -0.967
O 0.5486 -0.3880 -1.9541 0.2 -0.1 -0.4 -0.630
N -0.1666 0.4433 0.0256 -0.2 0.2 0.2 1.417
C -0.4608 1.7797 -0.4457 0.1 0.1 0.1 0.801
C -1.7821 2.2608 0.1479 0.0 0.0 -0.4 -0.118
C -2.1211 3.6455 -0.3938 0.0 0.1 0.3 -0.655
C -1.0094 4.6330 -0.0516 0.0 0.0 -0.3 -0.810
C 0.3259 4.1492 -0.6088 0.0 0.1 0.3 -0.686
C 0.6586 2.7575 -0.0800 -0.1 0.0 -0.4 -0.918
N -0.4162 -2.1245 0.9978 0.4 0.0 0.4 0.216
C -0.0271 -2.2805 2.3898 -0.3 0.2 0.5 -1.485
C -0.4876 -1.1169 3.2889 -0.3 -0.7 0.1 0.326
C -0.0315 -1.3286 4.7352 0.0 0.2 -0.2 -0.897
C 1.3293 -0.6348 4.7469 -0.1 0.1 -0.2 -0.596
C 1.0837 0.5388 3.8028 0.3 0.3 0.3 -0.556
O 0.0896 0.1198 2.8784 0.0 0.0 -0.2 -0.457
C -1.7330 -2.3348 0.7310 0.0 0.0 -0.3 0.426
O -2.5152 -2.5770 1.6349 -0.3 -0.1 0.1 -0.695
C -2.2005 -2.2870 -0.7113 -0.3 0.1 0.2 0.524
C -3.5534 -1.5784 -0.8016 0.0 -0.2 0.0 -0.441
C -4.1275 -1.6530 -2.2186 0.1 -0.1 0.0 -1.127
C -3.1105 -1.2018 -3.2566 -0.6 -0.1 0.2 0.508
O -2.6432 -1.9521 -4.0817 0.2 -0.2 -0.2 -0.655
N -2.7900 0.1208 -3.1484 -0.1 0.2 0.3 0.016
C -1.8440 0.8510 -3.8580 0.3 0.2 -0.3 0.465
C -0.9399 0.2838 -4.7542 0.0 -0.1 -0.1 -0.331
C -0.0376 1.1248 -5.3743 -0.2 0.1 0.1 -0.560
C -0.0691 2.4861 -5.1004 0.0 0.0 0.0 -0.606
C -1.0102 2.9435 -4.1969 0.2 0.1 -0.1 -0.413
N -1.8749 2.1524 -3.5827 -0.3 -0.3 0.1 -0.478
C 2.6746 -0.7867 0.8855 0.0 -0.1 -0.1 0.802
C 3.9757 -0.8801 1.3470 0.0 -0.1 0.0 -1.431
H 6.7347 -2.1872 1.0148 0.1 0.0 0.0 0.279
H 6.2139 -3.1251 2.4105 0.1 0.0 0.1 0.402
H 6.3051 -1.3588 2.5104 0.1 0.0 0.1 0.376
H 4.4618 -4.1872 0.9477 0.1 -0.1 0.0 0.423
H 2.1570 -4.0300 0.1290 -0.1 -0.1 -0.1 0.470
H 0.4771 -2.6445 -0.8192 0.0 0.3 0.0 0.852
H -0.2207 0.2897 1.0271 0.0 -0.1 0.0 -0.367
H -0.5385 1.7190 -1.5355 0.0 0.0 0.2 -0.644
H -2.5771 1.5545 -0.0995 0.0 -0.1 0.0 -0.141
H -1.6913 2.2931 1.2369 0.0 0.0 0.1 0.307
H -3.0669 3.9892 0.0303 0.0 0.0 -0.1 0.427
H -2.2349 3.5804 -1.4774 -0.1 0.0 0.0 0.175
H -1.2471 5.6166 -0.4615 0.0 0.1 0.1 0.395
H -0.9339 4.7330 1.0341 0.0 0.1 0.1 0.343
H 1.1197 4.8482 -0.3366 0.0 0.0 -0.1 0.412
H 0.2709 4.1086 -1.6984 0.0 0.0 -0.1 0.259
H 1.5990 2.4087 -0.5123 0.0 -0.1 0.1 0.371
H 0.7672 2.7867 1.0079 0.0 0.0 0.1 0.199
H -0.5070 -3.1888 2.7692 0.1 0.1 0.0 0.404
H 1.0546 -2.3874 2.4457 -0.1 0.0 0.1 0.311
H -1.5741 -1.0245 3.1977 0.2 0.0 0.0 0.463
H 0.0225 -2.3815 4.9985 0.0 -0.1 0.0 0.389
H -0.7159 -0.8272 5.4198 0.0 0.0 0.0 0.336
H 1.6312 -0.3067 5.7384 0.1 0.0 0.0 0.456
H 2.0998 -1.2925 4.3426 0.1 0.0 0.0 0.180
H 1.9782 0.8346 3.2488 0.0 0.0 0.0 0.263
H 0.7018 1.4107 4.3507 0.1 -0.1 -0.1 0.409
H -1.4905 -1.7939 -1.3677 0.1 -0.1 -0.1 -0.268
H -2.3147 -3.3213 -1.0493 0.1 0.0 0.0 0.340
H -3.4228 -0.5367 -0.4979 0.0 0.0 0.1 -0.084
H -4.2456 -2.0418 -0.0968 0.0 0.1 0.0 0.412
H -5.0254 -1.0358 -2.2912 0.0 0.0 0.0 0.448
H -4.3950 -2.6837 -2.4551 0.0 0.1 -0.1 0.411
H -3.2899 0.6863 -2.4749 0.0 -0.1 -0.1 0.320
H -0.9488 -0.7762 -4.9349 0.0 0.0 0.0 0.471
H 0.6880 0.7225 -6.0655 0.0 -0.1 0.0 0.407
H 0.6208 3.1691 -5.5704 0.0 0.1 0.0 0.427
H -1.0844 3.9938 -3.9421 0.1 0.1 0.0 0.511
H 2.1880 0.1753 0.8615 -0.1 0.1 0.0 0.596
H 4.4864 0.0123 1.6809 0.1 0.1 0.0 0.363
```
Forces are in eV/Å.

[3]
This record from the Open Molecules 2025 dataset describes C15H24N6O4S2Ti as an isolated structure. The level of theory is wB97M-V/def2-TZVPD.

## Properties
* M: 464.40 Da
* HOMO energy (spin up / spin down): -14.28 / -14.81 eV
* <S²>: 2.01
* charge: +2
* orbital gap (spin up / spin down): 0.274 / 0.283 hartree
* energy above the lowest of the compared OMol25 structures with the same formula, charge and spin: 35.7 kcal per mole
* 2S+1: 3
* strongest force on any atom: 0.03870 Eh/bohr

```
52
Properties=species:S:1:pos:R:3:forces:R:3:mulliken_charge:R:1
Ti 0.2392 2.5694 0.9889 0.0 0.1 1.2 0.165
C -1.2404 3.3476 -0.6009 -0.3 0.4 0.0 -0.502
C -1.8903 3.4303 0.6421 -0.3 0.4 -0.2 -0.239
C -1.3052 4.1795 1.6821 -0.2 0.3 -0.3 -0.632
C -0.0622 4.8035 1.4996 -0.2 0.4 -0.2 -0.409
C 0.5904 4.7121 0.2506 -0.3 0.5 -0.2 -0.494
C -0.0123 4.0147 -0.8054 -0.2 0.4 0.0 -0.357
H -1.7255 2.8534 -1.4306 0.1 -0.2 0.0 0.545
H -2.8791 3.0140 0.7701 0.0 -0.1 0.0 0.546
H -1.8388 4.3132 2.6120 0.1 -0.2 0.1 0.492
H 0.3535 5.4268 2.2787 0.1 -0.1 0.1 0.564
H 1.4990 5.2733 0.0782 0.1 -0.1 0.0 0.611
H 0.4446 4.0260 -1.7854 0.1 -0.2 0.0 0.538
N 2.3249 2.4507 1.7514 0.4 -0.1 0.1 -0.292
N 2.3585 2.5508 3.1572 0.2 -0.1 0.3 -0.403
C 1.3463 2.0269 3.8835 0.1 0.0 -0.2 0.718
N 1.5117 1.9173 5.1864 0.1 0.1 0.1 -0.390
S -0.1005 1.5309 3.1372 -0.2 -0.2 0.5 -0.396
H 2.7812 1.5876 1.4585 0.1 -0.1 0.0 0.354
H 2.8775 3.2153 1.3778 0.0 0.1 0.0 0.339
H 3.2662 2.6706 3.5872 0.1 0.0 0.0 0.252
H 2.3618 2.1814 5.6628 0.0 0.0 0.0 0.214
H 0.7415 1.6099 5.7596 0.0 -0.1 0.0 0.247
C -2.6224 -6.3436 -1.5646 0.0 0.0 0.0 -1.322
C -2.3027 -4.8561 -1.4751 0.3 0.0 -0.3 -0.353
S -0.9225 -4.5241 -2.5852 -0.2 0.5 0.3 1.183
O -1.3257 -4.7877 -3.9287 -0.1 0.1 -0.2 -0.641
O 0.2574 -5.1324 -2.0332 0.1 0.0 0.1 -0.631
C -0.6563 -2.7046 -2.4394 -0.1 -0.6 0.1 -0.568
C 0.3210 -2.4664 -1.2959 -0.3 -0.3 -0.1 -1.488
N 0.6356 -1.0456 -1.0681 0.1 0.0 0.0 0.398
C 0.0241 -0.2544 -0.1763 0.0 0.2 -0.2 0.860
N 0.6326 0.9471 -0.1176 0.1 -1.6 -1.2 0.385
C 1.6583 0.9092 -1.0340 0.2 -0.3 -0.1 -0.833
C 1.6700 -0.3165 -1.6120 -0.1 0.4 0.0 -0.224
N 2.5506 -0.7470 -2.6812 0.1 -0.1 0.2 1.075
O 2.2786 -1.7815 -3.2487 0.0 0.2 0.0 -0.559
O 3.4899 -0.0124 -2.8927 -0.1 -0.1 -0.1 -0.590
C -1.1942 -0.6437 0.5772 0.1 -0.2 0.0 -1.508
H -3.4258 -6.5964 -0.8758 0.0 0.0 0.0 0.381
H -1.7461 -6.9376 -1.3075 0.0 0.0 0.0 0.372
H -2.9335 -6.6025 -2.5751 0.0 0.0 0.0 0.367
H -1.9768 -4.5692 -0.4738 0.0 0.0 0.0 0.298
H -3.1343 -4.2337 -1.8062 0.0 0.0 0.0 0.396
H -1.6348 -2.2426 -2.3068 0.0 0.1 0.0 0.402
H -0.2342 -2.4076 -3.3980 0.0 0.0 0.0 0.403
H 1.2388 -2.9948 -1.5270 0.1 0.0 0.1 0.524
H -0.0641 -2.8689 -0.3595 0.0 0.1 0.0 0.491
H 2.3145 1.7383 -1.2409 0.0 0.0 0.0 0.676
H -0.9717 -1.3619 1.3693 0.0 0.0 0.0 0.392
H -1.9221 -1.1041 -0.0914 0.0 0.0 0.0 0.364
H -1.6459 0.2355 1.0269 0.0 0.0 0.0 0.276
```
Forces are in eV/Å.

[4]
This record from the Open Molecules 2025 dataset describes an isolated ion of composition C5H9N2 and charge +1. The level of theory is wB97M-V/def2-TZVPD.

## Properties
* M: 97.14 Da
* HOMO energy: -15.26 eV
* charge: +1
* SMILES: C1C[NH+]1C12CN1C2
* orbital gap: 0.444 hartree
* energy above the lowest of the compared OMol25 structures with the same formula, charge and spin: 150.3 kcal per mole
* 2S+1: 1
* strongest force on any atom: 0.11077 Eh/bohr

```
16
Properties=species:S:1:pos:R:3:forces:R:3:mulliken_charge:R:1
C 1.1927 -1.3596 0.6987 0.7 1.5 0.9 -0.264
C -0.1739 -1.8307 0.4408 -0.9 -1.7 0.6 -0.337
N 0.3953 -0.8929 -0.4864 -0.4 4.5 -1.9 0.012
C -0.4201 0.5980 -0.5753 1.9 -2.7 0.8 0.199
C -0.2094 1.9176 -1.2099 5.2 -1.4 -1.9 -0.363
N 0.2133 1.6484 0.1692 0.5 1.2 -1.0 -0.344
C -1.0016 1.0554 0.6437 -3.0 1.2 0.9 -0.425
H 1.4552 -0.6276 1.5296 -0.7 -0.8 -1.4 0.229
H 2.0482 -1.9570 0.3767 -0.4 0.0 0.2 0.288
H -0.3100 -2.8353 0.0914 0.0 -0.4 -0.3 0.272
H -1.0466 -1.5176 1.0674 1.1 0.2 -0.8 0.224
H 0.8328 -0.9571 -1.4388 -0.8 -1.2 1.2 0.378
H 0.7241 2.0109 -1.9466 -2.1 -0.2 1.7 0.215
H -0.9423 2.6003 -1.4547 -2.1 1.0 -0.2 0.314
H -2.0139 1.5878 0.5480 1.6 -0.7 0.5 0.242
H -0.7437 0.5597 1.5463 -0.6 -0.5 0.8 0.360
```
Forces are in eV/Å.